The following is a DFT calculation (ωB97M-V/def2-TZVPD) of a cluster of 22 separate species, C66H187N11O33 in total in a non-equilibrium geometry.

Values from the calculation:
gap between HOMO and LUMO = 8.5 eV

Last column: Löwdin charge in e.
Element x y z (Å)
C 26.216 10.899 2.630  -0.088
O 24.937 11.449 2.342  -0.200
C 24.604 11.231 0.982  -0.212
C 23.206 11.810 0.712  -0.183
N 22.209 10.831 1.125  -0.034
C 20.873 11.318 0.764  -0.162
C 19.786 10.368 1.257  -0.206
O 19.671 10.395 2.665  -0.192
C 18.878 9.339 3.137  -0.107
H 26.234 9.826 2.847  0.085
H 26.526 11.311 3.593  0.067
H 26.908 11.194 1.839  0.085
H 24.710 10.204 0.625  0.099
H 25.278 11.841 0.360  0.107
H 23.140 11.945 -0.371  0.097
H 23.199 12.808 1.164  0.107
H 22.351 10.643 2.112  0.101
H 20.817 11.292 -0.325  0.121
H 20.660 12.300 1.200  0.107
H 20.151 9.375 0.960  0.117
H 18.835 10.555 0.749  0.116
H 18.608 9.553 4.175  0.080
H 19.325 8.340 3.113  0.071
H 17.909 9.245 2.627  0.088
C 30.971 16.213 0.787  -0.103
O 30.795 16.462 2.163  -0.200
C 31.645 15.703 2.985  -0.222
C 31.212 14.218 3.097  -0.206
N 29.757 14.005 2.996  -0.049
C 29.126 14.525 4.246  -0.195
C 27.637 14.258 4.238  -0.190
O 27.136 15.026 3.144  -0.201
C 25.847 14.711 2.668  -0.075
H 30.684 15.183 0.556  0.084
H 32.001 16.431 0.483  0.089
H 30.323 16.869 0.207  0.091
H 31.514 16.123 3.985  0.114
H 32.684 15.837 2.669  0.120
H 31.579 13.781 4.026  0.114
H 31.752 13.661 2.326  0.106
H 29.329 14.678 2.363  0.090
H 29.413 15.576 4.339  0.115
H 29.560 14.053 5.134  0.123
H 27.147 14.594 5.155  0.126
H 27.468 13.198 4.036  0.100
H 25.658 15.425 1.863  0.098
H 25.036 14.917 3.376  0.076
H 25.849 13.689 2.286  0.076
C 36.475 5.278 -1.071  -0.114
O 35.146 5.723 -0.935  -0.187
C 34.348 5.372 -2.041  -0.243
C 32.966 5.978 -1.839  -0.214
N 32.257 5.277 -0.774  -0.057
C 31.000 5.879 -0.379  -0.209
C 31.106 7.249 0.293  -0.218
O 29.803 7.590 0.776  -0.234
C 29.725 8.837 1.427  -0.113
H 36.884 5.455 -2.070  0.086
H 36.553 4.207 -0.850  0.088
H 37.082 5.796 -0.329  0.087
H 34.244 4.281 -2.087  0.127
H 34.728 5.720 -3.008  0.121
H 32.430 5.904 -2.788  0.121
H 33.078 7.046 -1.620  0.111
H 32.859 5.191 0.036  0.109
H 30.434 5.247 0.304  0.116
H 30.376 6.047 -1.263  0.115
H 31.514 8.022 -0.362  0.111
H 31.719 7.164 1.197  0.129
H 30.057 9.721 0.870  0.086
H 30.286 8.803 2.363  0.078
H 28.663 8.976 1.629  0.072
C 21.252 0.367 7.151  -0.106
O 21.187 1.763 7.335  -0.195
C 22.100 2.529 6.576  -0.219
C 22.071 3.959 7.070  -0.230
N 20.750 4.559 6.917  -0.055
C 20.488 5.098 5.549  -0.163
C 19.195 5.866 5.576  -0.229
O 18.074 5.014 5.550  -0.140
C 16.908 5.796 5.639  -0.114
H 22.111 -0.107 7.636  0.086
H 21.429 0.152 6.089  0.084
H 20.306 -0.059 7.468  0.088
H 21.725 2.495 5.544  0.119
H 23.115 2.114 6.593  0.127
H 22.827 4.537 6.533  0.123
H 22.328 3.964 8.133  0.122
H 20.070 3.819 7.063  0.111
H 20.403 4.212 4.911  0.122
H 21.382 5.666 5.295  0.076
H 19.230 6.516 4.685  0.112
H 19.217 6.609 6.382  0.098
H 16.921 6.454 6.515  0.067
H 16.005 5.192 5.598  0.099
H 16.864 6.497 4.791  0.071
C 22.531 6.640 10.055  -0.096
O 22.743 7.399 8.875  -0.187
C 22.142 6.764 7.757  -0.256
C 22.496 7.511 6.501  -0.163
N 21.953 8.892 6.612  -0.017
C 21.833 9.452 5.268  -0.184
C 22.010 10.969 5.268  -0.175
O 23.367 11.217 5.617  -0.241
C 23.773 12.578 5.607  -0.085
H 23.179 5.758 10.011  0.084
H 21.489 6.318 10.103  0.094
H 22.796 7.182 10.959  0.084
H 21.052 6.754 7.870  0.114
H 22.462 5.718 7.695  0.058
H 22.183 6.960 5.616  0.080
H 23.590 7.595 6.473  0.127
H 22.688 9.416 7.080  0.100
H 20.779 9.365 4.964  0.097
H 22.374 9.009 4.426  0.114
H 21.295 11.374 5.993  0.118
H 21.807 11.415 4.291  0.107
H 23.012 13.275 5.961  0.086
H 24.042 12.824 4.574  0.078
H 24.677 12.629 6.217  0.093
C 27.126 5.176 1.274  -0.116
O 25.974 5.770 1.783  -0.185
C 25.682 7.032 1.226  -0.211
C 24.383 7.493 1.881  -0.186
N 23.291 6.700 1.299  -0.063
C 22.026 6.928 1.998  -0.196
C 20.893 6.354 1.196  -0.206
O 19.736 6.446 2.020  -0.229
C 18.619 5.781 1.483  -0.102
H 26.911 4.583 0.373  0.091
H 27.518 4.424 1.966  0.090
H 27.945 5.878 1.106  0.069
H 25.565 6.919 0.139  0.121
H 26.527 7.723 1.340  0.111
H 24.218 8.558 1.715  0.089
H 24.437 7.346 2.965  0.124
H 23.598 5.737 1.257  0.118
H 21.848 7.997 2.126  0.107
H 22.076 6.449 2.984  0.118
H 21.061 5.323 0.874  0.130
H 20.746 7.012 0.331  0.123
H 18.426 6.085 0.446  0.085
H 17.766 5.931 2.136  0.083
H 18.799 4.709 1.317  0.089
C 15.453 12.612 0.274  -0.088
O 15.626 11.660 1.308  -0.247
C 14.457 11.392 2.058  -0.205
C 14.881 10.846 3.416  -0.220
N 13.764 10.705 4.315  -0.056
C 12.700 9.829 3.876  -0.230
C 11.762 9.366 4.986  -0.227
O 12.519 8.771 6.016  -0.200
C 11.739 8.557 7.181  -0.097
H 15.003 13.538 0.649  0.095
H 14.837 12.251 -0.552  0.092
H 16.443 12.884 -0.091  0.086
H 13.746 10.757 1.524  0.121
H 13.935 12.332 2.276  0.132
H 15.673 11.462 3.841  0.124
H 15.349 9.852 3.307  0.102
H 14.006 10.288 5.209  0.093
H 13.167 8.942 3.395  0.122
H 12.162 10.208 3.000  0.114
H 11.021 8.683 4.569  0.126
H 11.315 10.316 5.305  0.129
H 11.701 9.467 7.786  0.091
H 12.269 7.775 7.724  0.089
H 10.721 8.237 6.949  0.086
C 28.995 9.277 -2.198  -0.073
O 27.692 9.749 -1.880  -0.234
C 26.688 8.859 -2.365  -0.189
C 26.277 9.095 -3.825  -0.186
N 25.887 10.499 -3.973  -0.059
C 25.785 10.803 -5.407  -0.189
C 24.950 12.091 -5.559  -0.191
O 25.336 13.085 -4.628  -0.215
C 26.662 13.533 -4.865  -0.091
H 29.751 9.965 -1.815  0.094
H 29.130 9.197 -3.278  0.092
H 29.162 8.350 -1.641  0.079
H 25.793 9.158 -1.808  0.112
H 26.902 7.820 -2.109  0.126
H 25.442 8.414 -3.988  0.133
H 27.153 8.870 -4.447  0.115
H 26.728 11.010 -3.715  0.102
H 25.398 9.953 -5.969  0.123
H 26.758 11.008 -5.874  0.113
H 23.907 11.806 -5.414  0.118
H 25.005 12.526 -6.563  0.122
H 26.776 13.760 -5.932  0.094
H 27.485 12.843 -4.656  0.087
H 26.796 14.465 -4.322  0.101
C 23.264 12.768 9.126  -0.100
O 22.503 11.943 9.973  -0.159
C 21.262 11.621 9.394  -0.224
C 20.712 10.319 10.023  -0.176
N 20.150 9.437 9.005  -0.066
C 19.051 10.009 8.237  -0.199
C 18.285 8.930 7.476  -0.204
O 17.343 9.645 6.693  -0.181
C 16.494 8.820 5.943  -0.122
H 24.315 12.723 9.426  0.099
H 22.932 13.807 9.127  0.074
H 23.330 12.356 8.113  0.059
H 21.340 11.499 8.306  0.090
H 20.465 12.379 9.433  0.125
H 19.957 10.482 10.794  0.112
H 21.537 9.816 10.530  0.109
H 20.868 9.154 8.336  0.057
H 19.478 10.729 7.529  0.104
H 18.326 10.558 8.841  0.128
H 17.744 8.192 8.073  0.131
H 19.024 8.440 6.828  0.094
H 16.005 9.453 5.209  0.059
H 15.783 8.229 6.526  0.101
H 17.113 8.125 5.357  0.044
C 23.693 15.932 10.479  -0.133
O 23.889 16.259 9.124  -0.205
C 22.971 17.206 8.619  -0.219
C 23.232 17.446 7.123  -0.203
N 22.523 16.609 6.157  -0.066
C 22.727 17.106 4.795  -0.200
C 21.938 16.277 3.777  -0.197
O 22.336 14.920 3.891  -0.212
C 21.739 14.068 2.936  -0.106
H 22.678 15.571 10.681  0.087
H 23.909 16.753 11.170  0.087
H 24.367 15.107 10.705  0.083
H 23.084 18.147 9.166  0.118
H 21.944 16.843 8.752  0.123
H 24.314 17.283 7.019  0.121
H 22.979 18.472 6.856  0.112
H 22.756 15.630 6.252  0.092
H 23.799 17.022 4.567  0.114
H 22.442 18.157 4.810  0.116
H 22.135 16.626 2.761  0.126
H 20.869 16.331 4.008  0.126
H 20.812 13.662 3.351  0.095
H 22.433 13.230 2.803  0.058
H 21.622 14.425 1.909  0.052
C 17.984 10.308 -6.964  -0.104
O 18.345 11.421 -6.160  -0.194
C 19.589 11.246 -5.511  -0.239
C 19.592 10.307 -4.332  -0.217
N 18.316 10.321 -3.625  -0.055
C 18.392 9.710 -2.317  -0.201
C 17.028 9.310 -1.797  -0.225
O 17.201 8.411 -0.720  -0.202
C 16.146 8.435 0.220  -0.102
H 17.074 10.573 -7.495  0.086
H 17.785 9.474 -6.281  0.082
H 18.780 9.992 -7.644  0.085
H 19.952 12.260 -5.314  0.125
H 20.387 10.970 -6.219  0.118
H 20.421 10.641 -3.688  0.108
H 19.897 9.285 -4.576  0.118
H 17.948 11.262 -3.661  0.121
H 18.953 10.320 -1.601  0.107
H 18.905 8.752 -2.438  0.128
H 16.401 8.827 -2.554  0.127
H 16.453 10.213 -1.546  0.113
H 15.183 8.430 -0.306  0.092
H 16.247 9.365 0.786  0.063
H 16.148 7.550 0.854  0.078
O 23.103 8.781 -0.971  -0.070
H 22.560 9.404 -0.460  0.021
H 23.085 7.980 -0.424  0.019
O 25.649 9.890 6.489  -0.047
H 25.056 10.473 5.978  0.024
H 25.165 9.688 7.296  0.056
O 18.676 14.584 0.882  -0.071
H 17.831 15.041 0.863  0.039
H 18.554 13.843 1.516  -0.007
O 27.650 12.340 -0.866  -0.056
H 27.548 11.418 -1.163  0.016
H 28.217 12.283 -0.090  0.048
O 29.978 10.882 3.736  -0.082
H 29.953 11.821 3.494  -0.004
H 29.335 10.797 4.464  -0.016
O 23.289 10.760 -2.864  -0.083
H 24.252 10.879 -3.009  0.011
H 23.216 9.954 -2.322  -0.006
O 25.325 13.550 -1.956  -0.072
H 25.222 13.165 -2.860  0.012
H 26.135 13.145 -1.592  0.000
O 21.516 15.060 0.039  -0.082
H 21.500 14.551 -0.786  0.011
H 20.634 14.929 0.409  -0.014
O 17.908 12.739 2.678  -0.048
H 17.114 12.388 2.232  0.025
H 18.289 11.978 3.140  0.046
O 28.299 10.572 5.938  -0.065
H 28.743 9.866 6.419  0.058
H 27.350 10.350 5.997  0.003
O 22.433 13.420 -2.216  -0.074
H 22.366 12.589 -2.702  0.002
H 23.367 13.466 -1.956  0.002